[1]
Here is a cluster of 2 separate species, C3H9N2S in total from the Open Molecules 2025 dataset. Energies are from ωB97M-V/def2-TZVPD.

Calculated values
lowest unoccupied orbital energy	0.1529	Ha
HOMO	-2.44	eV
charge	-1
energy	-627.35706	hartree

Positions of all 15 atoms, in Å:
C: 1.060 -2.298 -1.454
S: 0.139 -0.888 -0.704
H: 2.015 -1.889 -1.788
H: 1.246 -3.041 -0.669
H: 0.517 -2.742 -2.302
C: -1.020 0.403 1.821
N: -0.347 1.564 1.167
C: -0.446 1.642 -0.244
N: 0.506 2.206 -0.945
H: -1.404 0.676 2.820
H: -1.865 0.075 1.188
H: -0.362 -0.458 1.890
H: 0.587 1.777 1.450
H: -1.457 1.440 -0.626
H: 0.831 1.534 -1.605

***

[2]
Here is a cluster of 2 separate species, C3H9N2S in total from the Open Molecules 2025 dataset. Energies are from ωB97M-V/def2-TZVPD.

Calculated values
lowest unoccupied orbital energy	0.1535	Ha
HOMO	-2.86	eV
charge	-1
energy	-627.34638	hartree

Positions of all 15 atoms, in Å:
C: 0.158 -0.247 -2.626
N: -1.061 -0.194 -2.253
H: 0.687 -1.207 -2.742
H: 0.795 0.651 -2.691
H: -0.997 -0.685 -1.302
C: 0.537 1.371 1.201
C: 0.846 -0.066 1.623
S: 0.118 -1.346 0.533
N: -0.859 1.733 0.996
H: 1.054 1.463 0.237
H: 1.046 2.108 1.837
H: 0.514 -0.288 2.645
H: 1.940 -0.119 1.682
H: -1.415 1.277 1.715
H: -1.183 1.262 0.155

***

These records have orbital gap values of 6.603; 7.041 eV, in the order they appear.